1.
C34H45CsFN5O9S4Si | ωB97M-V with the def2-TZVPD basis set

The geometry in XYZ format:
```
100
Properties=species:S:1:pos:R:3
Cs 0.359 0.549 0.502
C -3.051 2.214 0.263
Si -3.683 1.015 1.561
C -4.482 2.095 2.905
C -5.102 0.024 0.800
N -2.376 0.052 2.045
C -2.395 -0.819 3.061
C -3.416 -1.068 4.019
C -3.264 -1.987 5.051
C -2.107 -2.734 5.212
C -1.078 -2.550 4.281
C -1.258 -1.648 3.271
F -0.266 -1.496 2.338
H -3.853 2.853 -0.118
H -2.620 1.693 -0.595
H -2.275 2.865 0.678
H -5.078 2.888 2.440
H -3.725 2.569 3.535
H -5.147 1.524 3.557
H -5.884 0.681 0.405
H -5.556 -0.633 1.548
H -4.731 -0.605 -0.012
H -4.345 -0.515 3.951
H -4.084 -2.116 5.751
H -2.000 -3.442 6.024
H -0.151 -3.111 4.327
C -2.684 2.060 -5.605
C -1.484 2.342 -4.702
S -1.400 1.460 -3.134
C -1.107 -0.250 -3.637
C -2.299 -1.082 -4.080
S -3.658 -1.256 -2.905
C -4.538 0.329 -2.972
C -4.940 0.799 -4.377
S -4.316 2.420 -4.904
H -2.676 1.030 -5.957
H -2.601 2.691 -6.493
H -1.479 3.399 -4.431
H -0.569 2.147 -5.270
H -0.666 -0.741 -2.770
H -0.336 -0.296 -4.411
H -1.916 -2.095 -4.220
H -2.686 -0.774 -5.052
H -3.968 1.103 -2.467
H -5.432 0.141 -2.375
H -6.024 0.914 -4.433
H -4.674 0.063 -5.136
C 4.828 -0.302 1.986
N 3.667 -1.156 1.835
C 2.845 -1.221 3.038
C 3.241 -1.561 0.607
S 3.845 -0.872 -0.811
N 2.262 -2.511 0.576
C 1.538 -2.782 -0.663
C 2.260 -3.654 1.474
H 5.376 -0.621 2.878
H 4.520 0.739 2.116
H 5.463 -0.377 1.111
H 2.764 -0.217 3.453
H 3.285 -1.887 3.789
H 1.843 -1.562 2.807
H 1.320 -1.868 -1.203
H 0.594 -3.265 -0.414
H 2.106 -3.429 -1.333
H 2.979 -3.529 2.274
H 2.533 -4.549 0.905
H 1.267 -3.808 1.903
O 1.240 3.021 0.995
C 1.770 2.849 2.108
O 2.117 1.786 2.661
C 2.089 4.112 2.904
C 3.283 4.786 2.682
C 3.585 5.902 3.442
C 2.742 6.390 4.421
C 1.561 5.703 4.613
C 1.218 4.578 3.881
N 0.640 6.192 5.654
O 0.982 7.165 6.300
O -0.404 5.602 5.810
N 4.859 6.604 3.214
O 5.089 7.594 3.879
O 5.611 6.157 2.376
H 3.977 4.444 1.927
H 2.992 7.259 5.006
H 0.285 4.070 4.081
O 0.842 -5.760 -5.618
C 2.003 -5.235 -5.109
C 3.185 -5.967 -5.129
C 4.353 -5.433 -4.601
C 4.333 -4.165 -4.042
C 3.141 -3.447 -4.020
C 1.965 -3.958 -4.555
C 0.689 -3.109 -4.497
O 0.276 -2.653 -5.580
O 0.242 -2.920 -3.340
H 1.023 -6.656 -5.909
H 3.185 -6.965 -5.561
H 5.268 -6.015 -4.624
H 5.228 -3.732 -3.611
H 3.116 -2.470 -3.551
```

Summary:
energy relative to the best compared isomer or geometry (same formula, charge and spin)	19.3	kcal per mole
total charge	-2
lowest unoccupied orbital energy	0.0955	Eh
F_max	1.022	eV/Å



2.
C3H3N4 | ωB97M-V with the def2-TZVPD basis set

The geometry in XYZ format:
```
10
Properties=species:S:1:pos:R:3
C 1.081 0.731 0.456
C 1.239 -0.793 0.263
C -0.868 0.171 -0.473
N -3.172 -0.091 0.284
N -0.007 1.161 0.002
N 0.254 -1.418 -0.083
N -2.113 0.113 0.010
H 1.891 1.423 0.738
H 2.208 -1.298 0.315
H -0.512 0.002 -1.512
```

Summary:
energy relative to the best compared isomer or geometry (same formula, charge and spin)	62.9	kcal per mole
total charge	+1
lowest unoccupied orbital energy (spin up / spin down)	-0.2547 / -0.2546	Eh
F_max	5.896	eV/Å